{
  "formula": "C40H100Cl10O30S10",
  "method": "the ωB97M-V functional and the def2-TZVPD basis",
  "e_above_lowest_ev": 0.000,
  "homo_lumo_gap_ev": 10.9,
  "e_homo_ev": -10.7,
  "symbols": ["O", "S", "O", "O", "C", "C", "C", "H", "H", "H", "H", "H", "H", "H", "H", "O", "S", "O", "O", "C", "C", "C", "H", "H", "H", "H", "H", "H", "H", "H", "O", "S", "O", "O", "C", "C", "C", "H", "H", "H", "H", "H", "H", "H", "H", "O", "S", "O", "O", "C", "C", "C", "H", "H", "H", "H", "H", "H", "H", "H", "O", "S", "O", "O", "C", "C", "C", "H", "H", "H", "H", "H", "H", "H", "H", "O", "S", "O", "O", "C", "C", "C", "H", "H", "H", "H", "H", "H", "H", "H", "O", "S", "O", "O", "C", "C", "C", "H", "H", "H", "H", "H", "H", "H", "H", "O", "S", "O", "O", "C", "C", "C", "H", "H", "H", "H", "H", "H", "H", "H", "O", "S", "O", "O", "C", "C", "C", "H", "H", "H", "H", "H", "H", "H", "H", "O", "S", "O", "O", "C", "C", "C", "H", "H", "H", "H", "H", "H", "H", "H", "Cl", "C", "C", "Cl", "H", "H", "H", "H", "Cl", "C", "C", "Cl", "H", "H", "H", "H", "Cl", "C", "C", "Cl", "H", "H", "H", "H", "Cl", "C", "C", "Cl", "H", "H", "H", "H", "Cl", "C", "C", "Cl", "H", "H", "H", "H"],
  "xyz": [[10.572976, 15.060159, 20.097079], [9.379159, 15.450380, 19.341828], [8.233725, 15.942089, 20.033907], [9.902978, 16.584437, 18.268552], [9.024970, 17.816317, 18.063723], [9.023137, 18.110347, 16.561319], [8.924367, 14.132785, 18.214638], [9.377216, 18.637211, 18.699340], [7.987707, 17.592643, 18.296391], [8.247289, 18.815231, 16.279598], [8.809531, 17.162582, 16.004928], [9.981926, 18.422521, 16.254598], [8.477508, 13.330440, 18.718464], [9.893410, 13.737977, 17.814029], [8.215904, 14.459990, 17.481875], [15.979719, 13.856514, 18.969540], [16.085064, 13.293741, 20.257170], [14.978231, 13.469953, 21.161365], [16.352988, 11.772805, 20.137600], [16.871620, 11.164627, 18.897023], [17.707769, 9.885565, 19.042886], [17.525605, 13.990528, 20.996585], [17.518817, 11.911434, 18.364745], [16.000724, 11.078421, 18.292738], [17.375435, 9.135766, 19.720697], [18.739654, 10.145665, 19.416650], [17.748166, 9.442034, 18.003580], [17.281284, 15.052338, 20.998510], [18.435724, 13.677318, 20.484483], [17.553968, 13.643716, 22.024175], [14.175235, 17.193467, 13.620867], [15.397460, 17.290620, 12.938280], [16.385932, 16.350725, 13.282616], [15.267889, 17.138877, 11.431396], [14.261186, 17.808488, 10.600071], [13.394944, 16.799792, 9.952349], [16.070685, 18.836394, 12.957064], [14.796090, 18.340557, 9.838965], [13.722682, 18.474124, 11.262745], [13.995188, 16.191613, 9.276921], [12.651722, 17.268764, 9.297469], [12.817226, 16.164635, 10.648140], [16.567454, 19.083255, 13.870821], [15.309889, 19.643279, 12.824895], [16.820340, 18.921854, 12.202250], [16.538374, 23.583541, 17.780030], [15.869072, 24.239832, 18.840286], [16.185553, 25.641568, 19.003545], [14.329390, 24.050419, 18.634310], [13.365968, 24.794484, 19.456673], [12.100121, 24.941300, 18.596074], [16.116149, 23.327870, 20.385044], [13.726840, 25.761963, 19.731304], [13.286761, 24.237651, 20.400478], [12.273534, 25.609323, 17.700124], [11.240587, 25.331990, 19.184040], [11.806327, 24.021791, 18.113156], [15.542588, 23.784331, 21.218749], [17.129846, 23.291299, 20.749806], [15.744609, 22.356995, 20.090357], [22.699313, 16.833314, 22.451722], [21.674871, 16.545730, 21.490747], [20.276965, 16.405118, 21.871159], [21.835889, 17.662394, 20.425927], [20.653412, 17.862171, 19.504056], [20.946177, 19.193121, 18.814287], [22.076580, 15.069460, 20.572836], [19.799203, 17.915347, 20.130716], [20.557273, 16.978601, 18.843227], [21.916478, 19.206647, 18.370797], [20.694366, 20.021652, 19.519341], [20.210287, 19.276072, 17.972465], [21.645943, 14.310207, 21.191934], [23.181621, 14.956183, 20.496446], [21.684185, 14.971001, 19.499940], [18.087195, 13.256224, 16.576107], [18.344002, 14.717150, 16.605020], [18.909037, 15.314475, 17.797529], [19.357603, 15.012031, 15.416071], [18.974788, 14.595313, 14.070674], [19.584982, 15.566375, 13.079961], [16.961748, 15.567100, 16.146587], [17.936571, 14.806130, 13.882248], [19.238564, 13.549386, 13.994812], [19.581914, 15.179722, 12.064760], [20.645835, 15.823117, 13.222781], [19.161913, 16.542817, 13.131014], [16.377220, 15.358775, 17.022828], [16.547221, 15.135393, 15.188283], [17.049740, 16.645144, 16.070315], [12.170952, 17.742169, 24.520272], [12.929859, 16.982894, 23.561544], [13.308275, 17.650881, 22.331700], [14.255508, 16.520166, 24.324788], [15.262132, 16.044131, 23.302049], [16.295766, 17.188750, 22.866776], [12.042453, 15.499242, 23.188121], [14.683487, 15.579023, 22.481064], [15.740229, 15.238246, 23.867807], [16.671135, 17.608893, 23.824434], [15.905611, 18.028694, 22.330311], [17.108063, 16.684934, 22.321435], [12.651383, 14.963216, 22.487332], [11.090120, 15.795993, 22.760094], [11.866449, 14.976841, 24.149072], [10.479299, 12.445839, 22.119430], [9.669752, 11.515930, 21.475567], [8.973724, 11.945666, 20.278673], [10.383985, 10.217277, 21.122085], [11.657165, 9.881806, 21.926494], [12.833396, 10.614252, 21.200752], [8.486532, 10.890367, 22.575187], [11.616993, 8.846449, 21.740480], [11.517281, 10.058903, 23.026646], [12.646257, 10.332655, 20.164240], [13.753745, 10.151266, 21.496825], [12.690039, 11.671281, 21.372785], [8.125819, 10.063544, 22.000484], [7.850463, 11.710931, 22.840719], [9.058087, 10.605534, 23.471150], [13.323898, 21.481239, 20.542840], [12.553815, 21.516696, 21.755169], [11.972781, 22.814204, 22.133250], [11.389367, 20.488786, 21.534879], [10.396663, 20.234384, 22.557413], [9.510149, 19.129290, 22.196627], [13.473334, 20.804757, 23.081419], [9.757642, 21.167478, 22.775574], [10.937504, 20.017888, 23.499493], [9.189092, 18.658225, 23.148077], [10.073362, 18.344507, 21.639354], [8.519446, 19.343768, 21.729164], [14.353197, 21.486478, 23.217405], [13.951885, 19.902702, 22.631161], [13.104388, 20.515610, 24.060025], [11.595761, 11.535661, 17.123664], [12.887164, 12.071031, 17.392561], [13.780987, 11.356688, 18.317042], [13.575040, 12.046626, 15.992076], [14.910572, 12.490515, 15.812909], [15.802329, 11.371041, 15.277131], [12.745296, 13.818074, 17.678753], [15.205065, 12.940081, 16.768194], [14.819522, 13.295860, 15.060552], [15.525278, 11.194115, 14.223385], [15.585717, 10.508404, 15.929651], [16.808488, 11.783037, 15.310901], [13.717561, 14.313462, 17.611159], [12.400459, 14.075139, 18.687385], [12.020874, 14.195187, 16.925035], [14.387732, 13.495902, 12.191101], [12.945855, 14.086549, 13.149077], [11.773834, 13.121297, 12.917722], [10.998137, 13.170627, 11.350918], [12.835101, 15.129824, 12.983302], [13.242383, 13.898829, 14.187895], [11.000141, 13.217074, 13.649357], [12.236254, 12.120360, 13.037763], [13.849649, 21.856862, 16.105464], [15.405137, 21.158049, 16.508435], [16.365658, 21.443636, 15.385264], [17.940846, 20.748422, 15.800961], [15.147918, 20.072504, 16.662722], [15.655569, 21.769149, 17.401084], [16.503963, 22.539607, 15.334351], [16.107180, 21.098899, 14.409321], [11.395632, 19.334981, 12.156158], [11.444677, 19.682877, 13.919402], [11.011452, 21.087072, 14.159626], [9.188831, 21.136891, 14.085017], [12.490270, 19.600974, 14.238498], [10.769208, 18.939411, 14.433731], [11.395101, 21.837173, 13.515460], [11.238463, 21.253521, 15.221651], [7.913875, 22.776465, 20.482365], [9.494629, 22.867465, 19.651188], [9.602607, 21.600612, 18.840435], [11.084293, 21.518805, 17.900675], [10.344543, 23.086134, 20.299942], [9.483707, 23.722847, 18.957690], [8.756799, 21.570628, 18.189663], [9.554148, 20.722154, 19.482289], [12.887842, 18.069388, 16.561778], [13.047116, 18.645387, 18.215938], [13.682256, 17.686985, 19.162704], [15.457959, 17.725419, 19.140835], [12.015519, 18.703306, 18.576981], [13.576361, 19.628360, 18.215639], [13.332611, 16.707386, 18.980297], [13.443166, 17.978897, 20.170302]],
  "forces_ev_per_angstrom": [[-1.65, 0.56, -1.19], [2.00, -0.27, -0.30], [-0.28, 0.18, 0.16], [-1.40, 0.68, 0.86], [-0.04, -1.07, -0.92], [-0.48, -1.52, 0.36], [1.94, 0.49, -0.31], [0.18, -0.40, -0.18], [0.15, -0.29, 0.64], [0.07, 0.29, 0.14], [0.07, 0.65, 0.53], [1.04, 0.64, -0.45], [-0.47, -0.92, 1.26], [-0.99, 0.47, 0.00], [-0.03, 0.62, -0.58], [-0.25, 0.78, -2.07], [-0.45, -0.02, 1.32], [0.52, -0.23, -0.08], [0.64, -1.17, 0.54], [1.22, 1.13, -0.66], [0.97, 1.03, -0.53], [-0.44, -0.48, 0.50], [-0.58, -0.49, 0.63], [-0.62, -0.59, -0.42], [-0.86, -0.51, 0.47], [-0.89, -0.23, -0.70], [0.20, 0.48, 1.16], [0.58, 0.03, -0.26], [-0.19, 0.44, -0.22], [0.06, -0.06, 0.16], [-2.07, 0.48, 0.73], [0.53, -0.76, -0.32], [1.59, -1.03, 0.57], [-0.51, -0.73, -2.35], [-0.03, -0.03, 1.09], [-1.01, -0.89, -0.49], [-0.30, 3.08, 0.60], [0.48, 0.51, -0.14], [-0.24, 0.27, -0.14], [0.02, -0.32, 0.21], [0.12, 0.27, 0.21], [0.50, 0.25, -0.19], [0.21, -0.28, 0.91], [0.33, -0.80, -0.18], [0.36, -0.14, -0.69], [0.15, -1.03, -0.71], [0.68, 2.39, 1.79], [-0.51, -0.85, 0.34], [-0.06, 0.16, -0.15], [-0.56, -0.66, -0.26], [0.10, 0.79, -0.49], [-0.74, 0.65, -0.15], [0.66, 0.68, -0.20], [-0.61, -0.10, -0.45], [0.06, -0.29, 1.25], [0.68, -0.16, -0.30], [-0.01, -0.52, 0.35], [-0.08, -0.28, -0.81], [0.53, 0.08, -0.56], [-0.11, -0.44, 0.49], [-0.56, -0.54, -0.13], [-0.47, -0.41, 0.07], [1.20, 0.22, -0.08], [-1.17, 0.51, -1.06], [1.72, 0.15, -0.26], [-2.45, -0.32, -0.09], [0.83, -0.08, -1.42], [-0.80, 0.05, 0.45], [0.24, 0.56, 0.22], [0.75, 0.27, 0.04], [0.76, -0.52, -0.63], [0.52, 0.02, 0.59], [-0.06, -0.77, 0.17], [-0.78, 0.17, 0.33], [0.09, 0.61, 1.73], [0.18, 2.69, 0.20], [2.19, -2.52, 0.23], [-0.28, -0.58, -0.99], [-0.04, 0.41, 0.27], [0.31, 1.03, -0.11], [2.22, -0.26, -0.08], [-1.88, -0.12, -1.15], [-0.68, -0.72, 0.43], [0.03, -0.10, -0.38], [-0.56, -0.07, -0.11], [0.00, -0.67, 0.44], [-1.05, 0.49, -0.06], [-1.11, -0.09, 0.27], [0.23, 0.51, 1.39], [0.55, 0.01, -0.04], [0.23, -0.21, -0.18], [-0.37, 1.14, 0.55], [-0.26, -0.47, 0.48], [-0.08, 0.07, -1.76], [0.25, 0.73, 0.07], [-0.59, -1.77, 1.98], [0.14, 0.30, 1.06], [0.69, 0.37, 0.24], [0.27, 0.28, -0.33], [0.16, -0.39, -0.57], [-0.60, 0.00, -0.63], [-0.17, 0.44, 0.23], [0.00, -0.66, -0.35], [0.03, 0.03, -0.23], [0.25, 0.15, -0.67], [2.24, 1.88, 1.64], [-3.21, 0.39, -2.52], [0.44, -0.56, 0.79], [2.15, -0.96, 0.66], [-0.36, 1.34, -0.58], [-2.47, -1.54, 0.45], [1.25, 0.24, 0.75], [0.54, -1.33, 0.02], [-0.04, 0.23, -1.14], [0.35, 0.46, -0.07], [0.69, 0.30, 0.35], [0.66, 0.19, -0.08], [-1.03, -0.46, 0.29], [-0.82, 0.05, -0.08], [-0.39, -0.28, -0.25], [0.04, -0.28, 0.66], [-1.46, 1.94, 0.46], [0.93, -1.86, -0.20], [-0.32, -0.28, -0.59], [-0.23, 2.72, 1.85], [-1.21, -2.36, -0.09], [2.84, -0.32, -0.72], [1.23, -1.00, -0.58], [-0.19, -0.08, -0.54], [0.32, 0.06, -0.38], [-0.56, 0.45, 0.23], [1.11, 0.28, -0.22], [-0.89, -0.23, 0.01], [-0.64, 0.45, 0.25], [-0.86, 0.38, -0.24], [-0.47, 0.13, 0.38], [1.22, -1.47, 1.07], [-1.37, 1.69, -1.06], [-0.90, -0.36, -0.95], [0.48, 0.98, -0.35], [-1.10, 0.77, 0.28], [-0.10, 0.57, 0.26], [0.67, -0.27, -0.26], [0.41, -0.21, 0.40], [0.09, -0.25, 0.53], [0.68, 0.06, -0.50], [0.22, -0.55, 0.17], [-0.01, -0.23, -0.34], [-0.26, -0.54, -0.11], [0.60, -0.22, 0.43], [-0.47, 0.45, 0.19], [0.27, -1.91, 0.33], [1.58, -0.57, 0.25], [-0.12, 0.25, -0.68], [-0.34, 0.74, -0.34], [-0.16, 0.36, -0.21], [-0.33, 0.32, 0.58], [-0.54, 0.45, -0.08], [-1.29, 0.55, -0.75], [-0.50, -0.74, 0.62], [0.45, 1.40, 0.81], [0.45, -0.31, 0.01], [0.94, 1.03, 0.10], [0.43, -1.27, -0.52], [-0.03, -0.55, 0.00], [-0.50, -0.38, -0.38], [-0.05, -0.23, -0.02], [0.05, -0.61, -0.29], [-1.53, -0.92, 1.91], [0.38, 0.30, -0.12], [-0.31, -0.33, -0.06], [1.00, 0.90, -0.58], [0.42, 0.47, -0.54], [-0.02, 0.47, -0.42], [0.35, 0.20, 0.24], [0.33, 0.79, -0.89], [-0.16, -0.28, 0.84], [0.31, -0.07, -0.24], [-0.36, -0.51, 0.48], [-0.39, -0.28, 0.23], [-0.42, -0.13, -0.68], [0.16, 0.06, 0.08], [0.43, -0.29, -0.63], [-0.28, 0.89, 0.68], [0.51, 0.78, 0.25], [0.49, -0.20, -0.33], [0.16, 0.59, -0.09], [-0.75, -0.69, 0.05], [-0.19, -1.20, -0.10], [-0.32, 0.03, 0.29]],
  "mulliken_charge": [-0.199, 1.017, -0.731, -0.097, 0.054, -0.606, -1.089, -0.378, 0.602, 0.485, 0.337, -0.354, 0.546, 0.144, 0.410, -0.812, 1.605, -0.662, -0.295, 1.150, -1.513, -0.879, -0.100, -0.267, 0.427, 0.315, 0.339, -0.111, 0.362, 0.531, -0.109, 0.704, -0.632, -0.300, 0.246, -1.089, -1.068, 0.307, -0.102, 0.327, 0.405, 0.148, 0.143, 0.384, 0.508, -0.564, 1.101, -0.701, -0.118, -0.136, -0.885, -0.728, 0.494, 0.075, 0.367, 0.384, -0.059, 0.291, 0.545, -0.004, -0.658, 1.147, -0.543, -0.357, 0.342, -1.159, -0.796, 0.212, 0.051, 0.370, 0.330, 0.216, 0.312, 0.342, 0.194, -0.678, 0.931, -0.513, -0.330, 0.375, -1.314, 0.251, 0.092, 0.313, 0.387, 0.352, 0.214, -0.051, -0.523, 0.485, -0.734, 1.218, -0.503, -0.520, -0.121, -0.419, -0.534, 0.078, 0.461, 0.388, -0.041, -0.060, -0.172, 0.206, 0.491, -0.425, 1.111, -0.665, -0.365, -0.601, -0.442, -1.194, 0.375, 0.329, 0.170, 0.461, 0.081, 0.387, 0.402, 0.310, -0.201, 1.008, -0.796, 0.024, -0.348, -0.995, -1.190, 0.248, 0.437, 0.450, -0.008, 0.269, 0.456, 0.121, 0.436, -0.775, 1.428, -0.645, -0.396, 2.293, -1.595, -0.602, -0.425, -0.941, 0.369, 0.335, 0.244, -0.136, 0.075, 0.495, -0.219, 1.051, -0.448, -0.209, 0.166, -0.919, 0.353, 0.260, -0.201, 0.574, -0.562, -0.178, -0.090, -0.294, 0.430, 0.305, -0.264, 0.903, 0.359, -0.221, -0.412, -0.317, 0.484, -0.520, -0.212, -0.184, -0.138, 0.011, 0.000, 0.429, 0.657, -0.633, 0.313, 1.038, 1.350, 0.057, -0.431, -0.513, -0.266, -0.976]
}